Density functional theory data (wB97M-V/def2-TZVPD) for C37H51BF4O5RbV as an isolated structure.

XYZ file:
```
100
Properties=species:S:1:pos:R:3:forces:R:3:mulliken_spin:R:1
Rb 0.347339 -0.022837 0.245307 -0.40 -0.34 -0.14 0.03
V 1.017711 1.227413 -3.597638 -0.72 -1.97 2.11 3.02
B 0.875627 2.622246 -1.816688 0.39 0.12 0.80 -0.07
H 0.891459 3.154272 -2.755268 0.18 2.12 -4.32 0.04
H 0.039912 1.940972 -1.857955 -3.12 -2.77 0.05 0.00
H 1.840383 2.164413 -1.662190 3.28 -1.81 0.72 0.01
H 0.726101 3.419656 -1.105338 -0.72 2.55 2.69 -0.01
C 1.112734 -2.029920 -2.997901 -0.74 -0.36 1.03 0.01
O 0.631435 -0.751895 -2.749385 0.23 2.31 -1.09 -0.05
H 2.053393 -2.236279 -2.487330 0.67 0.08 -0.37 0.00
H 0.438587 -2.714560 -2.483221 -0.26 -0.49 0.08 0.00
H 1.105051 -2.391463 -4.026165 0.36 0.32 -0.40 -0.01
C 0.703243 4.449646 2.254281 0.83 -0.39 -0.65 0.00
C 0.372691 3.029107 2.635462 -0.95 -2.05 -1.69 0.00
O 0.726245 2.032880 1.978007 0.10 2.01 1.06 0.00
C -0.727772 2.826770 3.653446 0.29 0.90 -0.78 0.00
H 1.117628 4.994146 3.102748 -0.37 0.27 -0.07 0.00
H -0.168212 4.908518 1.787268 -0.44 0.15 0.73 0.00
H 1.388869 4.501698 1.408524 0.49 -0.41 0.28 0.00
H -1.173870 1.841158 3.520571 0.44 -0.08 0.71 0.00
H -1.488856 3.537985 3.332451 -0.23 0.21 0.23 0.00
H -0.382109 3.163623 4.630761 -0.28 -0.51 0.25 0.00
C 1.438682 -4.562744 2.773254 -0.50 0.30 -0.40 0.00
C 0.596234 -4.319542 1.540720 -0.81 2.18 0.03 0.00
O 0.398206 -3.154196 1.180815 0.22 -1.26 -0.01 0.00
C -0.164953 -5.431758 0.843647 0.11 -0.52 0.57 0.00
H 1.696978 -3.636890 3.287253 0.18 0.20 -0.58 0.00
H 2.330939 -5.074878 2.413138 0.02 -0.46 0.66 0.00
H 0.804980 -5.066411 3.503212 0.40 -0.84 -0.13 0.00
H -1.183037 -5.069344 0.701314 0.23 0.04 -0.42 0.00
H -0.248012 -6.350808 1.423763 0.17 0.11 0.42 0.00
H 0.288639 -5.784465 -0.082611 0.00 0.56 -0.24 0.00
C -2.835558 -0.036314 -3.820586 0.02 0.57 0.67 0.00
C -2.319217 1.286427 -4.271372 0.42 -0.30 -1.19 0.00
O -1.207330 1.667809 -3.969989 1.32 0.43 -0.15 0.01
C -3.183184 2.080595 -5.263870 1.23 -0.80 1.29 0.00
H -2.134880 -0.631191 -3.234684 0.51 0.11 -0.72 0.00
H -3.253181 -0.519982 -4.703629 -0.39 -0.33 0.49 0.00
H -3.542294 0.240954 -3.038452 -0.94 -0.26 -0.32 0.00
H -2.779401 3.090547 -5.334980 -0.63 0.13 0.34 0.00
H -4.193371 1.902786 -4.895095 -0.25 0.68 -0.71 0.00
H -2.976337 1.639429 -6.238896 -0.45 -0.32 -0.06 0.00
C 4.850094 0.056188 -4.699890 -1.09 0.58 0.23 0.00
C 4.469859 0.768949 -3.420501 -0.81 -0.69 0.34 -0.02
O 3.286157 0.920003 -2.996035 3.06 0.02 -1.53 0.01
C 5.742861 1.202189 -2.669704 -1.72 0.48 -0.31 0.00
H 5.609173 -0.692397 -4.472903 -0.21 -0.08 -0.11 0.00
H 5.312589 0.818231 -5.327168 0.14 -0.04 -0.21 0.00
H 3.968014 -0.342358 -5.201066 0.20 -0.19 -0.06 0.00
H 5.413502 1.202006 -1.630658 0.93 0.23 0.19 0.00
H 6.011196 2.186936 -3.052259 -0.54 0.61 0.42 0.00
H 6.663962 0.699013 -2.963781 -0.46 -0.87 0.47 0.00
F 1.024530 -1.003683 3.360194 1.72 0.10 -2.04 0.00
C 0.119939 -0.908678 4.279002 -2.62 -0.18 0.64 0.00
C 0.510028 -0.757030 5.573170 2.02 0.08 -0.06 0.00
C -0.412680 -0.724389 6.547300 -2.82 0.05 0.48 0.00
C -1.774153 -0.900276 6.182811 0.64 0.71 2.37 0.00
C -2.195452 -1.080611 4.898729 -0.08 0.04 0.94 0.00
C -1.228952 -1.020259 3.946786 0.69 -0.29 -1.82 0.00
H 1.559933 -0.658074 5.806199 0.18 0.00 -0.10 0.00
H -0.157719 -0.525197 7.577703 0.04 -0.11 0.02 0.00
H -2.491316 -0.757193 6.977550 -0.22 -0.39 0.09 0.00
H -3.235731 -1.286617 4.694324 -0.01 0.27 -0.25 0.00
H -1.576532 -1.082864 2.926163 0.48 -0.21 -0.38 0.00
F -3.752482 2.125524 0.861724 -0.27 -1.34 1.13 0.00
C -3.613062 3.348566 0.399005 -0.90 1.64 -1.23 0.00
C -2.612394 3.536850 -0.531673 0.90 0.39 0.30 0.00
C -2.402766 4.796131 -1.072886 -1.23 0.75 1.31 0.00
C -3.286207 5.809325 -0.665781 -1.04 0.35 -1.22 0.00
C -4.492554 5.579741 0.063389 2.86 -0.59 0.27 0.00
C -4.573788 4.345622 0.692616 0.07 -0.44 -0.31 0.00
H -1.832574 2.811332 -0.710294 -0.29 -0.53 -0.06 0.00
H -1.547361 4.994246 -1.701714 -0.02 0.06 -0.02 0.00
H -3.127264 6.795044 -1.077466 0.01 0.19 0.01 0.00
H -5.177147 6.372685 0.326029 0.00 0.04 -0.23 0.00
H -5.397787 4.204374 1.376338 0.04 -0.57 0.07 0.00
F 3.270672 -2.660160 0.638654 0.39 -0.10 -0.12 0.00
C 3.660664 -1.405925 0.924616 -0.60 0.92 0.23 0.00
C 3.319707 -0.382583 0.071322 0.19 1.63 -0.20 -0.01
C 3.602648 0.947250 0.466110 0.04 -0.35 1.83 0.00
C 4.121517 1.218006 1.764777 0.38 -0.97 -1.09 0.00
C 4.492485 0.173452 2.616530 -0.76 -0.18 -1.82 0.00
C 4.229975 -1.135752 2.141608 0.72 -0.12 1.40 0.00
H 2.756507 -0.567750 -0.831408 0.29 -0.14 -0.39 0.01
H 3.322386 1.841170 -0.071254 -0.17 -0.35 -0.64 0.01
H 4.339291 2.234531 2.057431 -0.19 0.13 -0.04 0.00
H 4.961531 0.468896 3.543409 -0.04 -0.70 0.24 0.00
H 4.427973 -2.029789 2.714227 0.21 0.09 0.45 0.00
F -3.088335 -1.759673 -0.113999 0.29 -1.09 -0.61 0.00
C -3.000930 -3.023980 -0.655188 0.43 -0.85 -0.43 0.00
C -3.494227 -4.112664 0.030542 -0.83 1.46 1.32 0.00
C -3.466200 -5.380843 -0.481828 0.20 -0.73 -1.36 0.00
C -2.918190 -5.591392 -1.747644 0.08 0.08 0.12 0.00
C -2.349253 -4.516717 -2.431670 -0.09 -1.33 0.07 0.00
C -2.369422 -3.282794 -1.871468 0.10 2.66 0.78 0.00
H -3.957317 -3.900191 0.982805 -0.08 -0.17 0.23 0.00
H -3.892578 -6.226789 0.036787 -0.03 0.12 0.25 0.00
H -2.908226 -6.583536 -2.174197 0.00 -0.04 -0.04 0.00
H -1.844443 -4.629915 -3.379701 -0.05 -0.21 -0.07 0.00
H -1.851644 -2.463749 -2.348417 -0.02 0.10 -0.19 0.00
```
Positions in Å, forces in eV/Å.

Values from the calculation:
**Kohn-Sham gap (alpha / beta)**: 8.00 / 8.24 eV
**Net charge**: +1
**Max |F|**: 4.815 eV/Å
**Spin multiplicity**: 4
**<S²>**: 3.7563

Density functional theory data (wB97M-V/def2-TZVPD) for one molecule with the formula C4H7NOS.

XYZ file:
```
14
Properties=species:S:1:pos:R:3:forces:R:3:lowdin_charge:R:1
O 3.061697 1.180718 -0.403673 -1.40 0.35 0.96 0.00
C 2.036750 1.380765 0.252370 1.44 0.61 0.88 -0.34
N 0.908080 0.684796 0.106721 -0.82 0.61 -0.36 -0.13
C -0.429817 0.749030 0.687550 0.45 -0.54 0.88 -0.14
C -0.816955 -0.480376 -0.133822 -2.61 -0.29 -1.19 -0.19
C 0.644415 -0.563012 -0.571220 0.47 0.02 -0.37 -0.65
S 1.452895 -1.944172 0.236252 -1.13 -0.80 1.38 0.76
H 1.964046 2.123224 1.165809 0.19 -0.83 -1.69 0.16
H -1.067333 1.579805 0.444020 0.19 0.74 0.33 0.11
H -0.298945 0.514321 1.742180 -0.78 0.42 0.32 0.12
H -1.286857 -1.349112 0.450123 0.88 1.24 -1.11 0.11
H -1.541125 -0.185740 -0.999031 1.28 -0.65 1.50 0.14
H 0.890826 -0.424634 -1.626422 -0.07 -0.89 0.00 0.12
H 0.401336 -2.049072 1.243697 1.92 0.03 -1.53 -0.06
```
Positions in Å, forces in eV/Å.

Values from the calculation:
**Energy relative to the best compared isomer or geometry (same formula, charge and spin)**: 173.7 kJ/mol
**Kohn-Sham gap**: 9.97 eV
**Max |F|**: 2.887 eV/Å
**SMILES**: O=CN1CC[C@@H]1S